Entry 1:
Molecular formula: C69H85ClIN3O4P
Method: DFT, the ωB97M-V functional and the def2-TZVPD basis

Summary:
LUMO level: -3.17 eV
Charge: +1

XYZ file:
```
164
Properties=species:S:1:pos:R:3:mulliken_charge:R:1
I 6.075 -2.345 4.492 0.13
Cl -2.223 -4.228 3.862 -0.15
P -0.515 -5.379 4.102 0.05
O -0.336 -3.213 6.094 -0.23
O -0.819 -6.243 5.513 -0.47
O -0.731 0.198 5.614 -0.46
O 2.447 -5.942 0.043 -0.54
N 0.863 -3.041 5.363 0.67
N -0.074 -3.325 8.559 -0.41
N 1.396 -0.795 5.318 0.75
C 0.314 -0.140 6.092 0.39
C 6.208 -2.566 -1.668 -0.24
C 13.851 -0.756 -5.403 -0.38
C -13.027 7.521 -5.020 0.10
C 1.671 -2.409 3.149 4.11
C 10.924 -2.048 -2.254 -0.59
C 1.029 -4.296 4.551 0.04
C -1.328 -0.741 1.173 -1.30
C 0.931 -1.833 4.432 -1.35
C 0.198 -0.843 1.560 -0.43
C 1.652 -5.271 5.567 -1.53
C -2.204 -0.246 2.381 0.42
C 7.173 -0.589 -3.373 -0.39
C 0.683 0.132 7.585 -1.21
C -6.072 3.613 -5.679 -0.46
C 10.367 -4.382 -2.084 -0.49
C -3.449 3.390 0.432 -0.33
C 3.612 -4.095 3.896 -1.25
C -4.972 -1.996 3.786 0.50
C -2.154 3.564 -0.042 -0.43
C 6.478 -1.672 -3.890 -0.42
C 4.281 -3.698 6.453 -1.16
C -6.319 5.799 -4.704 -0.58
C -14.177 7.720 -5.774 -0.59
C -11.157 8.475 -2.284 -0.40
C -12.323 6.328 -5.128 -0.07
C 15.333 1.064 -5.931 -0.38
C 7.391 -0.495 -2.005 -0.43
C 5.995 -2.658 -3.039 -0.50
C -13.927 5.529 -6.736 -0.41
C -3.735 -0.475 2.048 -0.47
C 16.216 -0.981 -5.023 -0.44
C 6.912 -1.482 -1.153 -0.55
C -10.956 6.641 -0.739 -0.41
C -10.118 7.949 -3.042 -0.38
C -7.470 6.003 -5.454 -0.28
C 2.696 -1.515 2.363 -0.88
C -2.908 3.095 -2.278 -0.35
C -11.574 7.822 -1.131 -0.48
C -14.629 6.723 -6.630 -0.39
C 12.673 -3.698 -2.154 -0.52
C -5.618 4.605 -4.818 -0.18
C -4.472 3.061 -0.449 -0.55
C 0.493 -2.303 2.045 -1.55
C 16.416 0.308 -5.501 -0.35
C -12.772 5.333 -5.989 -0.55
C 2.402 -4.410 -0.216 -0.99
C 14.934 -1.511 -4.969 -0.33
C 2.128 -3.947 3.393 2.02
C -9.494 6.774 -2.645 0.21
C -4.601 -0.516 3.360 -0.96
C 3.591 -1.972 1.378 -1.21
C 2.229 0.306 4.828 -0.85
C -4.201 2.913 -1.804 -0.36
C 2.186 -6.068 6.303 -0.26
C 2.850 -5.119 1.139 0.36
C -1.884 3.418 -1.396 -0.50
C -7.228 3.813 -6.422 -0.38
C -7.927 5.009 -6.311 -0.48
C -9.915 6.118 -1.495 -0.60
C 11.719 -4.705 -2.079 -0.40
C -6.032 -3.578 2.079 -0.94
C -6.336 -2.500 3.179 -0.63
C -0.164 -3.119 7.425 0.30
C 14.051 0.531 -5.886 -0.38
C 12.276 -2.370 -2.240 -0.43
C 1.751 -5.018 2.336 -1.61
C 4.072 -3.096 5.023 -0.26
C 9.970 -3.054 -2.173 0.42
H 3.227 -0.005 4.445 0.30
H -1.747 -1.718 0.852 0.44
H 3.274 -1.805 0.324 0.30
H 14.777 -2.514 -4.590 0.39
H -8.681 6.368 -3.232 0.08
H 1.496 -0.548 7.931 0.31
H 12.028 -5.741 -2.015 0.37
H -9.793 8.457 -3.943 0.30
H -0.875 3.557 -1.766 0.39
H -12.382 8.233 -0.538 0.38
H -6.955 -1.675 2.768 0.35
H -5.524 2.682 -5.770 0.38
H -0.138 -1.669 4.139 -0.88
H -14.723 8.653 -5.694 0.36
H 0.793 -0.634 0.643 0.75
H -2.698 2.986 -3.335 0.43
H -3.661 3.508 1.489 0.43
H 2.746 -6.897 6.745 0.49
H -12.680 8.295 -4.349 0.11
H 1.308 -4.348 -0.354 0.34
H 13.207 1.119 -6.227 0.36
H -0.419 -2.865 2.335 0.28
H 1.052 1.173 7.713 0.39
H -5.378 -3.172 1.269 0.23
H 3.292 -3.717 6.978 0.19
H 2.686 -0.409 2.464 0.38
H -7.585 3.038 -7.089 0.38
H 7.545 0.183 -4.035 0.41
H -4.148 0.322 1.397 0.18
H -4.998 2.655 -2.490 0.43
H -8.013 6.936 -5.371 0.49
H 13.727 -3.949 -2.147 0.39
H 0.858 -4.832 1.717 0.39
H 13.020 -1.584 -2.297 0.48
H 8.917 -2.802 -2.180 0.08
H 4.590 -2.403 1.578 0.10
H -11.643 9.393 -2.591 0.50
H -11.286 6.129 0.156 0.38
H 5.825 -3.337 -1.008 0.48
H 9.623 -5.167 -2.020 0.37
H -4.974 -2.106 4.891 0.51
H -1.355 3.814 0.646 0.41
H 4.889 -2.972 7.037 0.50
H -2.052 0.842 2.541 0.19
H 17.061 -1.572 -4.691 0.36
H 0.413 -0.056 2.311 -0.05
H -5.966 6.572 -4.031 0.40
H 5.452 -3.503 -3.446 0.38
H -1.468 -0.006 0.349 0.37
H -0.201 -0.084 8.215 0.38
H -4.047 -0.083 4.228 0.27
H 3.942 -5.077 1.402 0.48
H -11.425 6.174 -4.543 0.33
H -14.280 4.751 -7.402 0.36
H 1.713 0.867 4.007 0.31
H -12.222 4.404 -6.075 0.38
H -5.554 0.048 3.264 0.59
H -3.826 -1.471 1.553 0.17
H -4.718 4.448 -4.236 0.35
H -9.431 5.198 -1.188 0.41
H 3.483 -2.169 5.129 0.15
H 1.595 -2.991 6.091 0.98
H 15.488 2.070 -6.303 0.36
H 3.113 -4.451 -1.063 0.36
H 4.324 -3.916 3.063 0.57
H 4.705 -4.717 6.456 0.31
H -15.528 6.877 -7.214 0.36
H 7.936 0.350 -1.602 0.41
H -6.870 -3.048 3.989 0.28
H 3.831 -5.149 4.190 0.55
H 12.850 -1.171 -5.364 0.42
H 6.312 -1.750 -4.957 0.39
H -6.968 -3.953 1.614 0.37
H 2.428 1.062 5.619 0.35
H 10.614 -1.012 -2.328 0.36
H 7.087 -1.404 -0.086 0.41
H -1.679 -5.932 5.859 0.33
H 0.921 -2.837 1.165 -0.11
H -8.828 5.167 -6.892 0.41
H -4.171 -2.637 3.358 -0.72
H -1.983 -0.807 3.320 -0.22
H -5.481 2.922 -0.080 0.44
H 17.415 0.723 -5.539 0.36
H 1.830 -6.062 2.713 0.76
H -5.474 -4.437 2.516 0.19
```



Entry 2:
Molecular formula: C69H96F2N15O8S2
Method: DFT, the ωB97M-V functional and the def2-TZVPD basis

Summary:
LUMO level (alpha / beta): -12.85 / -12.84 eV
<S²>: 0.77
Multiplicity: 2
Charge: +6

XYZ file:
```
192
Properties=species:S:1:pos:R:3:mulliken_charge:R:1
S -19.362 15.884 16.893 0.96
S -18.267 14.534 15.243 0.91
F -19.572 17.429 17.396 -0.31
F -16.724 14.617 14.840 -0.18
O -14.591 13.022 20.895 -0.68
O -20.619 15.558 16.226 -0.56
O -18.324 13.302 16.040 -0.43
O -11.833 12.315 16.057 -0.02
O -19.156 15.171 18.140 -0.55
O -19.004 14.611 13.988 -0.55
O -14.683 10.951 20.654 -0.72
O -13.037 11.747 21.550 -0.67
N -13.706 7.792 19.522 0.17
N -18.128 15.991 16.045 -0.26
N -15.699 7.702 14.434 0.27
N -16.980 11.873 11.065 0.25
N -12.025 13.733 16.264 0.62
N -10.023 17.588 21.354 0.22
N -8.403 17.929 14.741 0.33
N -9.943 19.123 13.585 0.31
N -11.380 4.473 14.213 0.08
N -8.253 12.216 19.747 0.31
N -16.159 13.632 18.400 1.30
N -14.145 11.905 21.037 1.12
N -22.674 10.943 6.968 0.03
N -9.373 11.216 12.763 0.09
N -11.156 15.805 22.275 0.22
C -14.934 6.907 19.561 -0.91
C -16.965 9.080 15.866 -0.56
C -9.009 12.038 20.788 -0.59
C -12.147 14.833 22.540 -0.17
C -15.592 6.576 13.490 -0.96
C -7.264 17.636 15.610 -0.80
C -15.896 10.001 16.063 0.07
C -10.895 20.169 13.207 -0.38
C -14.740 9.667 15.368 0.30
C -9.873 15.820 22.828 -0.51
C -12.087 14.579 15.024 2.07
C -17.046 12.632 18.676 -0.98
C -10.048 6.398 14.922 -0.48
C -11.564 6.560 13.110 -0.88
C -18.919 12.825 9.957 -0.83
C -9.582 10.894 14.069 0.33
C -9.808 14.538 17.250 -0.46
C -16.972 11.421 17.923 -1.09
C -14.692 8.553 14.514 -1.36
C -13.554 8.702 18.489 -1.15
C -15.244 13.537 17.466 -0.85
C -10.518 20.763 11.827 -1.20
C -9.558 10.305 11.792 -0.35
C -13.112 13.958 13.967 -2.20
C -11.966 16.691 16.496 -0.66
C -10.056 9.629 14.445 -0.23
C -10.492 5.037 15.053 -0.52
C -18.132 10.633 9.334 -0.87
C -8.657 17.276 13.504 -0.76
C -11.684 3.022 14.190 -0.86
C -10.646 7.213 13.946 0.84
C -9.522 18.067 12.816 -0.27
C -11.672 8.576 20.546 -0.63
C -12.471 9.590 18.499 0.47
C -9.109 12.536 12.396 -1.17
C -11.874 5.159 13.238 -0.37
C -10.357 10.417 19.635 0.61
C -11.728 13.628 18.718 -0.21
C -11.216 16.842 21.369 -0.52
C -12.824 7.723 20.578 -0.52
C -10.176 8.589 13.557 0.35
C -19.134 11.620 9.256 0.79
C -10.120 11.241 20.751 -0.56
C -9.494 10.551 18.505 0.42
C -21.595 11.932 8.804 -0.78
C -20.248 10.772 7.168 -0.69
C -9.349 18.963 14.841 -0.35
C -16.304 14.891 19.143 -1.09
C -8.432 11.421 18.638 -0.51
C -17.073 10.719 10.313 -0.13
C -7.094 13.055 19.844 -0.90
C -11.972 15.807 17.745 0.99
C -15.866 12.024 11.987 -1.14
C -23.795 10.635 6.052 -0.85
C -20.345 11.420 8.409 0.74
C -10.716 14.780 14.288 -0.75
C -9.688 18.671 20.388 -1.08
C -9.208 16.895 22.233 -0.37
C -17.868 12.936 10.834 -0.17
C -16.864 7.902 15.088 -1.05
C -15.111 12.326 16.756 0.84
C -11.497 9.503 19.545 0.11
C -9.861 8.984 12.188 -0.61
C -22.732 11.747 8.024 -0.19
C -9.059 18.114 19.105 -0.03
C -21.471 10.452 6.543 -0.30
C -16.005 11.250 16.899 1.39
C -12.620 16.022 15.351 -1.28
C -11.357 14.398 17.407 2.41
H -7.753 11.509 17.803 0.45
H -10.754 2.466 14.309 0.41
H -14.149 13.801 14.267 -0.12
H -16.127 6.991 12.636 0.42
H -10.209 8.302 11.426 0.53
H -12.540 16.637 14.455 0.47
H -23.687 11.125 5.084 0.39
H -14.568 6.268 13.277 0.09
H -23.705 12.144 8.274 0.41
H -11.254 12.648 18.669 -0.72
H -9.820 10.117 17.572 0.04
H -10.788 14.762 13.200 0.84
H -8.496 12.964 13.190 0.38
H -14.596 14.387 17.311 0.25
H -7.078 18.429 16.334 0.36
H -12.550 17.580 16.733 0.85
H -17.644 7.168 14.947 0.51
H -13.105 15.226 22.884 0.25
H -13.830 10.228 15.522 0.49
H -14.735 6.123 20.291 0.39
H -9.255 13.602 17.167 -0.53
H -17.720 10.688 18.184 0.56
H -9.512 10.633 10.764 0.48
H -8.120 16.386 13.211 0.56
H -8.820 12.631 21.672 0.56
H -9.518 15.251 16.479 -0.45
H -10.246 9.495 15.500 0.03
H -13.168 7.050 21.349 0.46
H -15.375 12.924 11.615 0.51
H -12.220 14.489 21.509 0.04
H -14.396 8.781 17.817 0.60
H -8.150 17.104 22.281 0.51
H -13.717 8.385 14.082 0.57
H -11.727 14.078 23.204 0.21
H -14.331 12.336 16.010 -0.57
H -17.923 9.365 16.275 0.55
H -16.215 5.740 13.807 0.36
H -9.538 21.232 11.918 0.35
H -16.295 9.972 10.374 0.48
H -10.091 13.009 12.402 0.54
H -9.986 14.020 14.564 -0.56
H -12.656 13.105 13.464 0.47
H -10.660 19.124 20.192 0.31
H -11.960 17.123 20.638 0.60
H -10.270 15.757 14.472 -0.58
H -13.667 15.854 15.602 0.17
H -9.625 17.212 18.872 -0.13
H -9.359 11.676 14.779 0.17
H -10.017 17.919 11.867 0.44
H -8.616 12.594 11.426 0.40
H -18.303 9.743 8.748 0.48
H -9.438 19.741 15.584 0.47
H -7.973 18.022 19.134 0.49
H -10.944 8.412 21.326 0.65
H -9.275 14.942 18.110 0.34
H -17.914 12.872 19.272 0.55
H -12.798 13.451 18.824 0.06
H -9.144 19.459 20.910 0.48
H -11.886 19.717 13.187 0.27
H -6.463 12.369 20.409 0.45
H -13.020 15.718 18.032 -0.18
H -21.742 12.347 9.790 0.55
H -21.476 9.852 5.645 0.48
H -16.745 15.609 18.452 0.38
H -12.477 4.666 12.490 0.50
H -10.966 20.934 13.980 0.37
H -17.607 13.841 11.362 0.46
H -12.347 10.323 17.715 0.17
H -15.743 7.544 19.920 0.36
H -19.649 13.619 9.910 0.56
H -11.368 14.178 19.587 -0.26
H -9.181 6.727 15.477 0.61
H -24.710 10.896 6.584 0.27
H -12.086 2.783 13.206 0.33
H -10.735 11.240 21.638 0.56
H -10.469 20.029 11.023 0.37
H -16.287 12.248 12.967 0.36
H -15.333 15.270 19.462 0.12
H -12.302 2.777 15.054 0.34
H -7.402 13.881 20.485 0.26
H -11.034 17.192 16.233 -0.41
H -19.317 10.427 6.744 0.54
H -6.699 13.363 18.875 0.31
H -11.974 7.120 12.283 0.39
H -9.538 14.913 23.309 0.48
H -7.543 16.724 16.138 0.24
H -10.036 4.464 15.846 0.51
H -6.350 17.536 15.025 0.35
H -11.438 16.312 18.550 -1.51
H -17.020 14.688 19.939 0.41
H -15.225 11.155 12.133 0.22
H -13.249 14.504 13.034 0.70
H -15.099 6.468 18.577 0.31
H -23.880 9.577 5.800 0.39
H -11.201 21.488 11.383 0.40
H -9.222 18.851 18.318 0.11
```



Entry 3:
Molecular formula: C6H10
Method: DFT, the ωB97M-V functional and the def2-TZVPD basis

Summary:
LUMO level: 0.26 eV
Charge: 0
Energy relative to the best compared isomer or geometry (same formula, charge and spin): 337.3 kJ/mol

XYZ file:
```
16
Properties=species:S:1:pos:R:3:mulliken_charge:R:1
C -0.658 -1.244 0.673 -0.44
C 0.644 -1.479 -0.022 -0.60
C 0.829 1.044 -0.516 -0.57
C -0.597 0.621 -0.852 -0.80
C 1.502 -0.246 0.016 -0.25
C -1.290 0.139 0.430 -0.43
H -2.376 0.060 0.307 0.28
H 0.853 1.875 0.204 0.33
H -1.120 0.841 1.260 0.30
H -1.161 1.343 -1.440 0.38
H 2.471 -0.424 -0.458 0.28
H 1.704 -0.183 1.101 0.27
H 1.354 1.392 -1.412 0.28
H -0.478 -0.279 -1.491 0.36
H -0.302 -1.407 1.709 0.37
H -1.375 -2.054 0.490 0.24
```



Entry 4:
Molecular formula: C6H10
Method: DFT, the ωB97M-V functional and the def2-TZVPD basis

Summary:
LUMO level: 1.04 eV
Charge: 0
Energy relative to the best compared isomer or geometry (same formula, charge and spin): 314.7 kJ/mol

XYZ file:
```
16
Properties=species:S:1:pos:R:3:mulliken_charge:R:1
C 1.799 -0.165 0.380 -1.40
C -1.258 1.157 0.389 -0.56
C -1.661 -0.165 -0.061 -0.49
C 0.054 1.360 0.121 -0.66
C -0.454 -0.899 -0.658 -0.91
C 0.662 0.188 -0.609 0.69
H -0.629 -1.245 -1.689 0.30
H -1.759 -0.827 1.206 0.14
H 1.720 -1.544 0.577 0.19
H -2.590 -0.353 -0.586 0.35
H 0.618 2.250 0.392 0.43
H -1.924 1.826 0.923 0.43
H 1.057 0.396 -1.620 0.39
H 1.936 0.165 1.451 0.32
H -0.404 -1.873 -0.139 0.34
H 2.795 -0.313 0.070 0.44
```